Version 1
Density functional theory data (the ωB97M-V functional and the def2-TZVPD basis) for a 2-piece molecular cluster, C4H14N3 overall.

Output
HOMO in eV: -13.96
Kohn-Sham gap in eV: 10.67
Total charge: +1

XYZ file:
```
21
C4H14N3, DFT the ωB97M-V functional and the def2-TZVPD basis
C -0.522 -0.096 -1.220
C 1.864 -1.004 -0.928
C -1.091 -0.506 1.433
C 0.499 -0.609 -0.377
N -0.912 2.791 -0.883
N 0.254 -0.779 0.873
N 1.304 -1.550 1.876
H -0.699 1.058 -0.978
H -1.549 -0.516 -1.161
H -0.305 -0.381 -2.282
H 1.841 -2.125 -1.085
H 1.973 -0.624 -2.063
H 2.688 -0.563 -0.224
H -1.735 -1.072 0.926
H -0.977 -0.546 2.471
H -1.560 0.539 1.276
H -1.771 2.605 -0.344
H -1.289 3.479 -1.543
H 0.827 -2.416 1.841
H 1.467 -0.913 2.625
H -0.306 3.228 -0.231
```

natural (NBO) population analysis, charges in e, atoms 1 to 4: -0.7936, -0.6903, -0.4259, 0.4621

---

Version 2
Density functional theory data (the ωB97M-V functional and the def2-TZVPD basis) for a 2-piece molecular cluster, C4H14N3 overall.

Output
HOMO in eV: -13.55
Kohn-Sham gap in eV: 10.50
Total charge: +1

XYZ file:
```
21
C4H14N3, DFT the ωB97M-V functional and the def2-TZVPD basis
C -0.289 -0.899 2.081
C -1.667 1.301 1.589
C -1.206 0.318 -1.076
C -0.376 0.452 1.362
N 1.892 -0.721 -2.767
N -0.159 0.250 -0.364
N 1.111 0.114 -0.545
H -0.861 -1.676 1.595
H 0.775 -1.251 2.406
H -0.870 -0.752 2.951
H -2.601 0.949 1.094
H -1.448 2.255 1.278
H -1.871 1.372 2.717
H -2.193 0.511 -0.685
H -1.215 0.363 -2.168
H 0.604 0.939 1.603
H 1.209 -1.258 -3.343
H 2.823 -1.196 -2.730
H 2.116 0.142 -3.279
H 1.784 0.411 0.119
H 1.558 -0.178 -1.457
```

natural (NBO) population analysis, charges in e, atoms 1 to 4: -0.6647, -0.6557, -0.1187, 0.0431

---

What should be chosen as the most stable of them? Choose version 2.

---

Version 1
Density functional theory data (the ωB97M-V functional and the def2-TZVPD basis) for a 2-piece molecular cluster, C3H11NO2S overall.

Output
SMILES: N[C@@H](CO)CS.O
HOMO in eV: -9.25
Kohn-Sham gap in eV: 10.01
Total charge: 0

XYZ file:
```
18
C3H11NO2S, DFT the ωB97M-V functional and the def2-TZVPD basis
N 0.968 1.437 -1.648
C 0.070 0.962 -0.616
C -1.058 0.143 -1.234
O -1.855 0.885 -2.145
C 0.737 0.072 0.448
S 1.891 0.975 1.547
H 1.777 0.832 -1.745
H 1.332 2.347 -1.389
H -0.352 1.824 -0.107
H -0.595 -0.703 -1.748
H -1.719 -0.205 -0.436
H -1.279 1.550 -2.545
H -0.009 -0.423 1.059
H 1.316 -0.673 -0.103
H 2.982 0.397 1.078
O -2.297 -4.341 1.749
H -3.173 -4.707 1.921
H -1.843 -4.987 1.192
```

natural (NBO) population analysis, charges in e, atoms 1 to 4: -0.8476, -0.0951, -0.0590, -0.7204

---

Version 2
Density functional theory data (the ωB97M-V functional and the def2-TZVPD basis) for a 2-piece molecular cluster, C3H11NO2S overall.

Output
SMILES: N[C@H](CO)CS.O
HOMO in eV: -8.42
Kohn-Sham gap in eV: 8.85
Total charge: 0

XYZ file:
```
18
C3H11NO2S, DFT the ωB97M-V functional and the def2-TZVPD basis
N 1.095 0.837 1.058
C 0.999 0.202 -0.303
C 0.090 1.014 -1.224
O -1.187 0.330 -1.359
C 0.768 -1.308 -0.169
S 1.333 -2.196 1.372
H 0.164 0.894 1.466
H 1.450 1.783 0.834
H 2.035 0.326 -0.605
H 0.471 1.094 -2.258
H -0.178 1.957 -0.743
H -1.856 0.934 -1.030
H 1.282 -1.716 -1.010
H -0.223 -1.708 -0.331
H 1.216 -1.234 2.351
O -2.117 -0.366 0.732
H -2.857 -0.126 1.300
H -2.485 -0.715 -0.082
```

natural (NBO) population analysis, charges in e, atoms 1 to 4: -0.8330, -0.0935, -0.0757, -0.7453

---

What should be chosen as the most stable of them? Choose version 1.

---

Version 1
Density functional theory data (the ωB97M-V functional and the def2-TZVPD basis) for a 2-piece molecular cluster, C5H8ClN overall.

Output
HOMO (spin up / spin down) in eV: -6.17 / -6.17
Kohn-Sham gap (spin up / spin down) in eV: 6.27 / 6.28
Total charge: 0

XYZ file:
```
15
C5H8ClN, DFT the ωB97M-V functional and the def2-TZVPD basis
C -0.173 -1.732 2.218
C 0.118 -1.833 0.989
C 0.010 0.313 -0.892
C -0.007 -0.561 -2.072
C -0.039 2.551 0.202
N 0.269 1.286 -0.273
Cl 0.914 -3.102 0.122
H 0.145 -2.436 3.018
H -0.860 -0.965 2.491
H -0.982 -0.929 -2.038
H 0.738 -1.192 -1.769
H 0.300 0.000 -3.024
H 0.693 3.256 -0.117
H -0.084 2.523 1.333
H -1.042 2.821 -0.187
```

natural (NBO) population analysis, charges in e, atoms 1 to 4: -0.5834, -0.3117, 0.6531, -0.7103

---

Version 2
Density functional theory data (the ωB97M-V functional and the def2-TZVPD basis) for a 2-piece molecular cluster, C5H8ClN overall.

Output
HOMO (spin up / spin down) in eV: -7.80 / -8.93
Kohn-Sham gap (spin up / spin down) in eV: 8.07 / 9.44
Total charge: 0

XYZ file:
```
15
C5H8ClN, DFT the ωB97M-V functional and the def2-TZVPD basis
C 1.979 2.060 0.873
C 1.622 2.017 -0.374
C -0.444 -0.723 -0.443
C -0.857 -2.104 -1.009
C -1.320 -0.239 0.651
N 0.525 -0.224 -1.007
Cl 1.464 2.770 -1.804
H 2.554 2.843 1.390
H 1.881 1.215 1.579
H -1.804 -1.952 -1.544
H -1.026 -2.722 -0.098
H 0.088 -2.419 -1.625
H -1.527 0.797 0.806
H -0.941 -0.492 1.711
H -2.193 -0.826 0.895
```

natural (NBO) population analysis, charges in e, atoms 1 to 4: -0.5403, 0.0225, 0.1529, -0.6394

---

What should be chosen as the most stable of them? Choose version 2.